No. 1
11
Properties=species:S:1:pos:R:3:forces:R:3 method="wB97M-V/def2-TZVPD" molar_mass_g_mol=100.07 e_homo_ev=-8.844 lumo_energy_ha=0.020 orbital_gap_ev=9.4 energy_ha=-380.46055 relative_energy_kcal_mol=54.3
C 0.180755 -0.591238 0.688129 -0.83 -0.53 -0.48
C -0.012829 0.271252 -0.307227 1.43 -0.49 1.46
C 1.111080 0.386154 1.358876 -1.17 -1.89 -1.41
C -0.743878 0.455732 -1.555529 -1.57 3.89 0.06
O 1.818639 0.402703 2.285919 0.91 0.61 1.27
O 0.912565 1.242684 0.333178 0.10 2.26 -1.19
O -0.260635 -1.837142 0.931807 -0.02 0.08 -0.13
H -0.689705 -0.367185 -2.210871 -0.08 -1.17 -0.52
H -0.359811 1.401810 -2.199101 -0.96 -2.10 1.82
H -1.861350 0.643260 -1.181096 2.14 -0.29 -1.39
H -0.094830 -2.008030 1.855916 0.04 -0.36 0.51

---

No. 2
23
Properties=species:S:1:pos:R:3:forces:R:3 method="wB97M-V/def2-TZVPD" molar_mass_g_mol=123.17 e_homo_ev=-4.169 charge=-1 lumo_energy_ha=0.129 orbital_gap_ev=7.7 energy_ha=-425.17111 relative_energy_kcal_mol=48.9
C -0.015490 1.185322 0.778559 1.76 -0.94 0.60
O -1.254389 1.674605 0.928682 0.00 0.21 -0.78
C 0.682058 0.976679 -0.645358 -2.28 2.26 -0.95
C 1.610922 -0.156459 -0.635135 0.80 -2.74 -0.41
C 0.945580 -1.536443 -1.125880 -1.18 1.18 0.54
C 1.409386 -2.642799 -0.097418 0.07 -0.01 -2.79
H 0.715827 1.779130 1.455082 -0.46 -0.99 -0.79
H 0.045332 0.071860 1.062801 -0.08 0.88 0.55
H 1.147824 1.816567 -1.186383 0.23 0.55 1.11
H -0.136686 0.870752 -1.418200 0.39 -0.65 0.94
H 2.006854 -0.523508 0.383872 -0.25 1.83 -1.33
H 2.451584 0.052713 -1.379320 -0.65 -0.40 1.30
H 1.372129 -1.629325 -2.071793 1.04 -0.97 -1.63
H -0.223861 -1.402224 -1.520757 2.66 -0.59 2.11
H 1.637910 -3.652620 -0.511066 -0.28 0.74 0.28
H 0.687910 -2.679970 0.621866 -2.53 -0.77 1.83
H 2.201350 -2.296843 0.534259 1.18 0.16 -0.38
H -1.835971 1.889896 -0.244704 -0.21 1.07 -0.34
H -3.021682 1.671365 -1.228110 -1.33 -0.94 -0.46
O -2.342113 2.303765 -1.125031 1.05 0.39 0.14
H -2.651476 -0.029717 2.687771 0.09 0.37 -0.21
H -2.537372 1.358781 1.954579 0.47 -0.88 0.99
O -2.895630 0.898468 2.781679 -0.50 0.25 -0.30

---

No. 3
35
Properties=species:S:1:pos:R:3:forces:R:3 method="wB97M-V/def2-TZVPD" molar_mass_g_mol=880.09 e_homo_ev="-4.518 / -4.733" charge=-1 lumo_energy_ha="0.065 / 0.025" orbital_gap_ev="6.3 / 5.4" energy_ha=-12515.23888 relative_energy_kcal_mol=8.3 s_squared=2.016 multiplicity=3
Mo -0.311622 0.251442 0.826893 1.00 -0.34 0.07
S 6.485693 -0.142585 3.660753 -0.23 0.01 -0.11
C 4.956067 -0.081518 3.017045 0.34 0.00 0.10
S 4.612872 0.410359 1.408768 0.09 0.11 -0.28
C 2.886211 0.208345 1.452706 -0.21 0.00 -0.10
C 2.374516 -0.217771 2.620935 -0.23 -0.01 -0.04
S 0.662731 -0.520667 2.862817 -0.01 0.01 -0.21
S 3.536347 -0.495615 3.883630 -0.14 -0.13 0.32
S 1.863108 0.546675 0.058391 -0.01 -0.11 0.18
C -1.031235 0.483959 -3.635453 0.02 -0.10 0.10
C -0.780929 -0.202982 -2.328185 -0.08 0.06 -0.08
O -0.880427 0.435133 -1.283312 0.07 0.01 0.11
N -0.489426 -1.523460 -2.338889 -0.01 0.05 -0.02
C -0.298962 -2.330036 -1.134548 0.11 0.01 -0.09
C -1.519331 -2.367111 -0.244900 -0.15 0.02 -0.07
C -2.486179 -3.340698 -0.424021 0.03 -0.01 -0.07
C -3.629157 -3.328499 0.356949 0.00 0.02 0.00
C -3.770824 -2.331873 1.302139 0.01 0.12 0.07
C -2.763310 -1.397295 1.444517 0.04 -0.06 0.09
N -1.653544 -1.420107 0.696735 0.04 -0.09 -0.04
H -0.400294 1.369356 -3.685750 -0.02 0.02 -0.01
H -2.064963 0.834090 -3.613936 -0.01 0.00 -0.03
H -0.866780 -0.161335 -4.497126 0.00 -0.02 0.00
H -0.289798 -1.939684 -3.231249 -0.09 -0.05 0.04
H 0.584583 -1.989101 -0.582866 -0.10 0.03 0.03
H -0.099034 -3.346119 -1.474115 0.05 0.03 0.02
H -2.339622 -4.090791 -1.189767 -0.01 -0.02 0.01
H -4.398553 -4.076118 0.221842 0.00 -0.02 -0.01
H -4.647429 -2.254126 1.927719 -0.03 -0.02 -0.01
H -2.818302 -0.603302 2.178434 -0.02 -0.03 -0.03
Se -1.776474 4.021804 -2.262524 0.12 0.09 -0.17
Sb -2.858396 2.737902 -0.574874 -0.03 0.16 0.11
Se -1.340615 2.271013 1.452315 -0.25 0.53 0.21
Se -4.236056 0.818826 -0.963201 -0.22 -0.30 -0.08
Se -4.427765 4.331290 0.606030 -0.07 0.03 0.00

---

No. 4
23
Properties=species:S:1:pos:R:3:forces:R:3 method="wB97M-V/def2-TZVPD" molar_mass_g_mol=166.27 e_homo_ev=-11.074 charge=+1 lumo_energy_ha=-0.132 orbital_gap_ev=7.5 energy_ha=-802.71034 relative_energy_kcal_mol=62.7
C 2.245470 1.589113 -0.939435 -0.48 0.49 -0.36
C 1.628763 -0.360247 0.634722 -0.35 0.77 -1.45
C 1.639668 2.218522 -2.000655 2.14 -1.24 1.44
C 1.388130 0.484641 -0.397722 0.32 0.20 0.75
C 0.105041 0.428287 -1.117530 1.02 1.39 -1.58
C -0.993837 -0.181271 -0.807093 -0.14 -2.97 4.34
C 0.766877 -1.546107 0.943497 0.52 -3.21 -1.01
C -0.689186 -1.239719 0.994570 -0.89 2.63 -3.85
C -2.403352 -0.241877 -1.163761 -1.24 -1.60 2.24
N -0.967366 -0.184592 2.036085 3.20 -0.84 1.70
S 0.173979 1.519176 -2.551601 -0.74 -0.10 0.01
H 3.277077 1.893498 -0.576963 -1.61 -0.65 -0.35
H 2.556191 -0.185923 1.105818 0.88 -0.37 0.84
H 2.199382 2.937802 -2.585172 -0.48 0.19 -0.08
H 0.891309 -2.396566 0.066614 -0.29 2.07 1.98
H 1.112913 -2.095737 1.864551 -0.24 0.62 -0.67
H -1.532953 -1.944493 0.921782 0.93 0.00 0.41
H -2.991609 -0.202197 -0.166896 0.65 0.39 -1.49
H -2.768943 -1.228482 -1.545253 0.62 0.89 -0.27
H -2.660418 0.591573 -1.760660 -0.59 0.71 -0.89
H -0.475109 -0.435794 2.972661 -0.51 0.50 -1.84
H -1.893647 -0.157048 2.327850 -2.49 0.43 0.08
H -0.608379 0.737442 1.744589 -0.22 -0.33 0.05

---

No. 5
128
Properties=species:S:1:pos:R:3:forces:R:3 method="wB97M-V/def2-TZVPD" molar_mass_g_mol=852.44 e_homo_ev="-7.692 / -7.692" lumo_energy_ha="-0.015 / -0.017" orbital_gap_ev="7.3 / 7.2" energy_ha=-4169.62497 s_squared=0.754 multiplicity=2
C 10.124846 1.913926 4.929029 -0.44 -0.08 -0.64
C 8.712773 1.811492 5.598051 -0.60 2.34 -0.53
C 8.173791 3.313010 5.719113 -0.11 -0.86 0.10
C 7.634642 1.027019 4.767107 1.81 -0.05 -1.16
C 8.015916 -0.500328 4.680782 -0.90 -0.22 1.11
C 6.655248 -1.328774 4.647440 -0.13 -0.47 -1.10
C 5.732255 -0.997318 3.407030 -0.50 -0.32 -0.08
C 5.746503 -2.109353 2.280456 0.90 0.92 -0.18
Cl 4.061472 -2.457850 1.687401 0.75 -0.05 0.31
S 8.867220 -0.952295 3.077686 -1.06 -2.52 -3.20
O 8.765536 -2.431636 2.949225 0.76 3.38 0.79
O 8.356497 -0.195726 1.919351 1.36 -0.74 2.65
F 10.488363 -0.633918 3.171338 -2.02 -0.13 0.33
C 8.926686 -1.070669 5.842481 0.03 -0.22 -0.32
C 9.218894 -0.121298 7.068501 0.76 -2.16 2.23
C 8.503532 -0.779142 8.330841 0.38 -0.36 0.10
C 10.776696 -0.151900 7.436979 -0.41 1.14 -0.45
N 8.696790 1.258352 6.971344 -1.07 -0.88 -1.16
O 7.523623 1.409702 7.493662 0.66 0.28 0.23
H 9.941076 2.084954 3.831198 0.17 -0.19 0.96
H 10.665242 2.834145 5.272635 -0.36 -1.06 0.03
H 10.753153 0.998618 4.996943 -0.38 0.75 0.15
H 8.578530 3.916126 4.873664 -0.33 -0.35 0.72
H 8.478130 3.714981 6.718704 -0.18 -0.15 -1.02
H 7.056984 3.290028 5.673494 0.96 0.27 0.10
H 7.688426 1.431031 3.717346 -0.23 -0.25 0.96
H 6.598309 1.215889 5.136658 1.00 -0.48 0.00
H 6.053253 -1.145755 5.571397 0.96 0.27 -0.49
H 6.858301 -2.433339 4.630691 0.06 1.05 0.07
H 4.684839 -0.892440 3.790367 0.88 -0.12 -0.42
H 5.995279 -0.029721 2.904409 -0.21 -0.80 0.67
H 6.310286 -1.693189 1.406526 -0.65 -0.55 0.68
H 6.290941 -3.036658 2.579795 -0.92 0.60 -0.12
H 9.898230 -1.449899 5.425955 -0.88 0.50 0.35
H 8.415381 -1.990285 6.235092 0.45 0.89 -0.37
H 7.450124 -1.076248 8.116899 0.71 0.58 0.25
H 9.040777 -1.725969 8.614199 -0.36 0.81 -0.52
H 8.575223 -0.112700 9.229295 -0.27 -0.48 -0.92
H 11.405290 -0.502425 6.582447 -0.47 0.18 0.76
H 11.056322 0.917935 7.639380 0.03 -1.06 0.03
H 10.963796 -0.773835 8.347297 -0.12 0.57 -0.90
O -2.404754 -4.884299 -0.879203 3.22 -1.90 0.38
P -1.515901 -4.119842 0.115143 -5.42 4.11 0.71
N -2.447547 -4.369556 1.520725 0.20 -0.99 0.52
C -3.178291 -3.369261 2.258061 0.44 0.38 0.25
C -2.975342 -5.701817 1.763418 -0.12 -0.10 -0.43
N -1.789812 -2.574432 -0.623150 0.38 1.14 -0.34
C -3.121780 -1.989319 -0.658060 -0.31 -0.17 0.34
C -1.229497 -2.519649 -1.978226 0.28 -0.14 0.12
N -0.288109 -3.351413 1.153561 1.54 -1.77 -1.23
C 0.591245 -4.341777 1.798093 -0.09 -0.25 0.37
C 0.549438 -2.238621 0.702247 0.11 0.45 -0.33
H -2.642313 -2.419716 2.294800 0.02 -0.03 -0.19
H -3.311133 -3.674875 3.302274 0.03 -0.14 -0.07
H -4.174714 -3.203308 1.831234 -0.04 0.03 0.01
H -2.951278 -5.934619 2.833738 -0.04 0.19 0.01
H -2.366442 -6.459759 1.269154 -0.12 0.08 -0.10
H -4.005779 -5.805686 1.402262 -0.03 -0.12 0.02
H -3.885284 -2.695960 -1.003503 -0.08 -0.01 -0.03
H -3.148647 -1.119231 -1.319344 0.29 -0.15 -0.12
H -3.407638 -1.601136 0.318555 -0.06 -0.16 0.10
H -1.855780 -3.053144 -2.701642 0.04 -0.06 -0.01
H -0.232176 -2.973103 -2.003010 -0.05 -0.06 -0.02
H -1.115695 -1.482175 -2.306359 -0.09 0.00 0.11
H 1.050469 -3.916520 2.693273 0.02 0.09 -0.11
H 1.380775 -4.681329 1.119939 0.12 0.08 0.11
H 0.030338 -5.222877 2.118684 -0.16 0.10 -0.08
H -0.038437 -1.343743 0.508070 -0.19 -0.29 -0.19
H 1.121023 -2.493624 -0.195884 0.10 0.16 0.06
H 1.261597 -1.952435 1.481356 -0.02 -0.44 0.11
O -1.680578 1.269724 -3.772069 -3.66 0.39 0.88
P -2.307649 1.987526 -4.979333 6.28 -0.77 -2.87
N -2.036890 0.761090 -6.128951 -0.75 -0.92 -0.04
C -1.125743 0.812467 -7.245311 -0.28 0.42 -0.38
C -2.338518 -0.609905 -5.748444 0.18 0.00 0.45
N -1.100155 3.234554 -5.023176 0.31 1.36 -0.18
C 0.297843 2.911037 -5.270853 0.04 -0.46 -0.22
C -1.170820 4.088228 -3.834374 -0.34 -0.09 -0.06
N -3.195188 2.843215 -6.264695 -1.87 0.35 1.97
C -4.586750 2.370105 -6.385245 -0.15 -0.40 -0.22
C -3.206721 4.301955 -6.385996 0.22 0.48 0.09
H -1.097845 1.803133 -7.701769 0.02 0.06 0.17
H -1.445401 0.129374 -8.040202 -0.07 -0.06 0.13
H -0.110131 0.524626 -6.948644 0.05 -0.01 -0.03
H -2.757368 -1.159933 -6.597725 0.13 0.12 -0.09
H -3.091704 -0.640509 -4.959891 0.14 0.03 0.04
H -1.447903 -1.139795 -5.388638 -0.03 -0.11 0.03
H 0.655173 2.080910 -4.651493 0.06 -0.03 0.02
H 0.938376 3.774931 -5.073482 -0.26 0.08 0.17
H 0.468199 2.674628 -6.319610 -0.07 -0.17 0.00
H -0.736106 3.601670 -2.954305 -0.05 0.00 0.05
H -2.211369 4.336368 -3.597470 0.01 -0.04 0.04
H -0.650280 5.034571 -4.008627 0.02 -0.08 -0.10
H -4.978931 2.595137 -7.379700 0.09 0.12 0.04
H -5.235550 2.829892 -5.633419 -0.08 0.00 -0.12
H -4.653014 1.288047 -6.256938 0.14 0.06 0.08
H -2.219090 4.693140 -6.622227 0.06 -0.23 0.28
H -3.577032 4.788047 -5.477413 -0.02 0.15 -0.12
H -3.849038 4.610057 -7.216073 -0.23 -0.34 0.11
O -6.906544 0.805207 -4.089106 -0.08 3.75 -0.58
P -7.677510 1.423701 -2.909998 -0.03 -6.40 2.61
N -6.560513 1.077694 -1.672542 0.71 0.82 -0.01
C -6.739659 0.152418 -0.579954 -0.46 0.22 0.39
C -5.153240 1.320150 -1.939602 0.10 -0.21 -0.47
N -8.982840 0.283931 -2.995043 -1.26 -0.30 0.09
C -8.751797 -1.134519 -2.754477 0.44 -0.08 0.26
C -9.732750 0.422581 -4.246842 0.11 0.34 0.06
N -8.618926 2.339460 -1.704701 0.15 1.88 -1.91
C -8.101268 3.705601 -1.518629 0.36 0.13 0.24
C -10.080946 2.414951 -1.729646 -0.49 -0.18 -0.12
H -7.763121 0.163157 -0.202062 -0.05 -0.01 -0.18
H -6.106987 0.428225 0.271237 0.08 0.08 -0.13
H -6.475113 -0.870442 -0.872543 0.01 -0.04 0.02
H -4.648452 1.701477 -1.045741 -0.12 -0.14 0.07
H -5.027792 2.083157 -2.710313 -0.02 -0.15 -0.06
H -4.640371 0.411079 -2.274168 0.14 0.08 -0.04
H -7.893484 -1.523269 -3.312944 0.03 -0.07 -0.02
H -9.628051 -1.724669 -3.035461 -0.05 0.27 -0.17
H -8.610686 -1.336987 -1.694447 0.18 0.06 0.02
H -9.199270 -0.020025 -5.094904 0.01 0.05 -0.04
H -9.907626 1.479093 -4.478403 0.05 -0.02 -0.04
H -10.715133 -0.050644 -4.161166 0.07 -0.03 0.11
H -8.407632 4.098803 -0.546899 -0.10 -0.06 -0.06
H -8.455249 4.381065 -2.304296 -0.09 0.08 0.12
H -7.009151 3.722911 -1.536175 -0.03 -0.20 -0.02
H -10.535884 1.443769 -1.546424 0.26 -0.06 -0.25
H -10.456790 2.813997 -2.677265 -0.15 0.02 0.11
H -10.442929 3.063216 -0.926285 0.36 0.21 -0.07

---

No. 6
17
Properties=species:S:1:pos:R:3:forces:R:3 method="wB97M-V/def2-TZVPD" molar_mass_g_mol=102.13 e_homo_ev=-8.438 lumo_energy_ha=0.021 orbital_gap_ev=9.0 energy_ha=-346.85780 relative_energy_kcal_mol=105.2
C 2.638192 0.007604 0.199536 0.14 -0.20 -0.22
O 1.554732 -0.914239 0.059772 -0.14 -0.07 0.09
C 0.448228 -0.667584 0.807144 -0.19 -0.23 -0.22
C -0.954793 0.009849 -0.698801 0.21 -0.03 0.45
C -2.429673 -0.246474 -0.954951 0.23 -0.13 0.24
C -0.686843 0.995879 0.294378 -0.01 0.28 -0.13
O -1.452434 1.225771 1.235298 0.04 0.60 -0.20
H 2.353294 1.046814 -0.012873 -0.12 -0.27 0.09
H 3.362116 -0.315779 -0.551977 0.00 0.15 0.22
H 3.085082 -0.061404 1.198571 -0.12 0.03 -0.13
H 0.659548 -0.054721 1.704870 -0.43 -0.09 -0.67
H -0.136739 -1.537206 1.082415 0.10 -0.22 -0.26
H -0.239322 -0.229244 -1.483335 -0.02 0.35 0.19
H -2.930121 0.735065 -0.904040 0.15 -0.30 0.03
H -2.644942 -0.694400 -1.933279 0.29 -0.05 0.33
H -2.891314 -0.838639 -0.166023 -0.04 -0.11 -0.02
H 0.264994 1.538704 0.123297 -0.09 0.30 0.22